C26H30BrCrN4O3S as an isolated structure at a distorted geometry. Source: the Open Molecules 2025 dataset; level of theory: ωB97M-V/def2-TZVPD.

Each line ends with the Löwdin charge.
Cartesian coordinates (Å):
1 Br 3.0721 -3.3936 -2.2385  0.80
2 Cr -0.1206 -0.2096 -0.0720  0.64
3 S 0.2206 -0.0826 2.2450  0.67
4 O 1.2760 -1.5878 -0.4871  -0.17
5 O 3.4175 0.3198 -0.6139  -0.16
6 O -0.6635 -2.4504 0.0541  -0.01
7 N -0.1210 2.7252 2.6516  0.09
8 N -1.7414 0.8145 0.2358  -0.09
9 N -1.6720 1.5341 1.3482  0.00
10 N -1.1007 -0.3911 -1.8514  0.03
11 C -1.5390 -1.4767 -3.9269  -0.04
12 C -0.8174 3.6085 -0.6752  -0.05
13 C 1.0503 2.5253 -1.8836  -0.03
14 C 2.9218 3.6611 0.1013  -0.03
15 C 3.8564 4.5396 0.6280  -0.08
16 C 1.1690 5.1885 0.6438  -0.05
17 C -0.6920 -1.1082 -2.9079  -0.08
18 C 2.8267 -5.6523 -0.6046  -0.14
19 C 1.5569 3.9700 0.0933  -0.18
20 C 0.5500 -2.5976 -0.1932  -0.61
21 C -3.3094 -0.3567 -2.7717  0.00
22 C 0.5579 2.9578 -0.4884  -0.46
23 C 0.5802 1.6974 0.4284  -0.25
24 C -2.8761 -1.0970 -3.8506  -0.04
25 C -0.2380 1.6508 1.7144  -0.85
26 C 2.2795 -4.3988 -0.8313  -0.58
27 C 2.1041 6.0718 1.1749  -0.09
28 C 1.1786 -3.9558 -0.0954  -0.14
29 C 2.2898 -6.4749 0.3741  -0.08
30 C -4.0369 1.4729 -0.4165  -0.01
31 C 3.4533 5.7550 1.1669  -0.10
32 C 1.1915 -6.0568 1.1081  -0.07
33 C 4.0339 -0.1970 0.5594  -0.14
34 C -2.7363 0.7628 -0.5911  -0.26
35 C -2.4028 -0.0155 -1.7709  -0.19
36 C 0.6403 -4.8109 0.8634  -0.01
37 H 4.1817 6.4466 1.5720  0.10
38 H 4.9069 4.2718 0.6177  0.10
39 H -1.1625 -2.0604 -4.7553  0.11
40 H 3.8563 0.5190 1.3615  0.08
41 H 0.2787 1.9225 -2.3724  0.07
42 H -0.4705 2.4545 3.5637  0.08
43 H 0.7693 -6.6973 1.8717  0.11
44 H 1.2568 3.3973 -2.5111  0.10
45 H -1.4914 2.9278 -1.1959  0.07
46 H -0.2224 -4.4607 1.4159  0.13
47 H 3.5914 -1.1512 0.8519  0.07
48 H -3.9514 2.2869 0.3018  0.07
49 H -4.8141 0.7942 -0.0583  0.10
50 H -4.3679 1.9032 -1.3622  0.09
51 H -2.2743 2.3364 1.4667  0.13
52 H 0.1245 5.4692 0.6790  0.10
53 H 1.9563 1.9218 -1.8117  0.07
54 H -3.5728 -1.3842 -4.6277  0.11
55 H -0.7183 4.5041 -1.2941  0.10
56 H 0.3555 -1.3841 -2.9177  0.11
57 H 1.6181 1.5290 0.7041  0.06
58 H 2.7319 -7.4470 0.5541  0.11
59 H -4.3439 -0.0530 -2.6841  0.11
60 H 3.3299 -0.4015 -1.2442  0.04
61 H 3.2617 2.7144 -0.3060  0.10
62 H -1.2667 3.9045 0.2734  0.07
63 H 1.7697 7.0118 1.5970  0.10
64 H 5.1132 -0.3187 0.4281  0.08
65 H 0.8442 3.0098 2.7427  0.09
66 H 3.6703 -5.9810 -1.1958  0.09

Atomic forces in eV per Å
Br -0.1 0.1 0.0
Cr 1.1 -0.2 0.7
S -0.4 0.1 -0.5
O 0.2 -0.1 -0.2
O 0.3 0.1 -0.1
O 0.2 0.3 0.1
N -0.2 0.1 0.0
N -0.8 0.4 0.0
N 0.1 0.1 0.2
N -0.5 -0.3 0.0
C -0.1 0.0 -0.1
C 0.1 0.0 0.0
C 0.0 0.0 0.0
C 0.0 0.0 0.0
C 0.0 0.0 0.0
C 0.0 0.1 0.0
C 0.1 0.1 0.1
C 0.0 0.0 0.0
C 0.0 0.0 0.0
C 0.0 0.0 -0.2
C -0.1 0.1 0.0
C 0.0 -0.1 0.0
C 0.0 0.2 0.0
C 0.0 0.0 0.0
C 0.1 -0.4 0.0
C -0.1 0.0 0.1
C 0.0 0.0 0.0
C 0.1 0.1 0.0
C 0.0 0.0 0.0
C 0.0 0.0 0.0
C -0.1 0.0 0.0
C 0.0 0.0 0.0
C -0.1 0.0 0.0
C -0.1 -0.1 0.0
C 0.2 0.0 -0.1
C 0.0 0.0 0.0
H 0.0 0.0 0.0
H 0.0 0.0 0.0
H 0.0 0.0 0.0
H 0.0 0.0 0.0
H 0.0 0.0 0.0
H 0.1 -0.1 0.0
H 0.0 0.0 0.0
H 0.0 0.0 0.0
H 0.0 0.0 0.0
H 0.0 0.0 0.0
H 0.0 0.0 0.0
H 0.0 0.0 0.0
H 0.0 0.0 0.0
H 0.0 0.0 0.0
H 0.1 0.1 -0.2
H 0.0 0.0 0.0
H 0.0 0.0 0.0
H 0.0 0.0 0.0
H 0.0 0.0 0.0
H 0.0 0.0 0.1
H 0.0 -0.1 0.0
H 0.0 0.0 0.0
H 0.0 0.0 0.0
H -0.1 -0.1 0.1
H 0.0 0.0 0.0
H 0.0 0.0 0.0
H 0.0 0.0 0.0
H 0.0 0.0 0.0
H 0.0 0.0 0.0
H 0.0 0.0 0.0

Values from the calculation:
⟨S²⟩: 0.790
LUMO (spin up / spin down), eV: -0.3994 / -0.2748
Highest occupied orbital energy (spin up / spin down), eV: -7.620 / -7.461
Relative energy (zero: lowest compared OMol25 entry of this formula, charge and spin), kJ/mol: 0.0
Multiplicity: 2



C26H30ClCoN4O4 as an isolated structure at a distorted geometry. Source: the Open Molecules 2025 dataset; level of theory: ωB97M-V/def2-TZVPD.

Each line ends with the Löwdin charge.
Cartesian coordinates (Å):
1 Co 0.1255 0.0246 0.0299  0.77
2 Cl -0.8562 4.1730 2.2490  0.61
3 O -1.6038 -0.2490 -0.6416  -0.09
4 O -0.2449 -1.4795 1.0826  -0.11
5 O -0.2529 1.1652 1.5749  -0.04
6 O 1.8219 2.0213 1.8829  0.05
7 N 0.2707 1.6129 -1.0675  0.00
8 N -2.2432 -3.6719 2.1191  0.11
9 N 2.0364 -0.1894 0.3331  0.01
10 N -3.4368 -2.1814 -0.6891  0.10
11 C -4.0574 -1.3840 -1.5019  0.04
12 C -4.4475 0.6773 -2.7085  0.05
13 C -3.9564 -3.4770 -0.2636  -0.14
14 C -2.0346 1.7296 -1.8590  -0.10
15 C -3.6227 -0.0900 -1.8645  -0.10
16 C -1.5718 -3.1603 3.1012  0.04
17 C -2.9133 2.4736 -2.6444  0.07
18 C 0.5086 -3.0941 4.2595  0.05
19 C 2.4715 -2.1102 3.4064  0.07
20 C -0.2156 -2.7208 3.1087  -0.10
21 C -0.7046 2.2216 -1.6312  -0.02
22 C -5.0331 2.7588 -3.9929  -0.02
23 C 0.6282 1.9532 2.1155  -0.66
24 C 0.4079 -1.9198 2.1089  -0.25
25 C 2.6455 -3.4291 5.5540  -0.02
26 C 3.1103 0.4945 -0.4291  -0.17
27 C 2.6012 1.2427 -1.6326  -0.15
28 C -2.8494 -4.5198 -0.1063  -0.13
29 C -4.1319 1.9645 -3.0868  -0.24
30 C 2.4830 -0.8028 1.3645  -0.04
31 C 1.8608 -2.8684 4.3985  -0.24
32 C -1.7145 -4.0713 0.8102  -0.13
33 C -2.3843 0.4456 -1.4115  -0.23
34 C 0.0092 2.9039 3.1437  -0.47
35 C 1.7671 -1.5991 2.3179  -0.10
36 C 1.5784 2.2724 -1.1818  -0.16
37 H 3.8530 -0.2461 -0.7286  0.13
38 H 3.5311 -1.8911 3.4888  0.14
39 H -2.0767 -3.1767 4.0637  0.16
40 H -3.3085 -5.4295 0.2876  0.13
41 H -0.4986 3.1977 -2.0670  0.15
42 H -0.0087 -3.6468 5.0373  0.14
43 H -2.6232 3.4755 -2.9442  0.14
44 H 0.8037 3.3560 3.7249  0.09
45 H -2.4262 -4.7654 -1.0800  0.13
46 H 3.4365 1.7333 -2.1297  0.13
47 H 2.7968 -2.6707 6.3246  0.10
48 H -4.9955 -1.7412 -1.9187  0.16
49 H -1.0095 -4.8930 0.9512  0.15
50 H -3.1611 -4.0355 2.3450  0.16
51 H 2.1441 0.5560 -2.3513  0.12
52 H -4.4921 -3.3470 0.6805  0.13
53 H 2.1287 -4.2685 6.0140  0.09
54 H -4.6819 -3.8264 -0.9962  0.14
55 H -1.1547 -3.2434 0.3785  0.10
56 H 3.5538 -0.7323 1.5561  0.16
57 H -4.7308 2.6071 -5.0314  0.10
58 H 1.8657 2.6709 -0.2102  0.12
59 H -2.5826 -1.8108 -0.2642  0.13
60 H -5.3768 0.2388 -3.0576  0.14
61 H -4.9658 3.8257 -3.7884  0.09
62 H -0.7057 2.3720 3.7643  0.08
63 H 1.5161 3.1013 -1.8856  0.13
64 H 3.5895 1.2056 0.2452  0.13
65 H -6.0704 2.4426 -3.9057  0.09
66 H 3.6311 -3.7533 5.2239  0.09

Atomic forces in eV per Å
Co 0.2 1.6 1.4
Cl 0.0 0.1 0.0
O -0.2 -0.5 0.1
O -0.3 -0.4 -0.1
O 0.2 -1.2 -1.3
O -0.2 -0.2 -0.1
N 0.1 0.0 -0.1
N 0.0 -0.1 -0.1
N -0.2 -0.1 0.0
N 0.0 -0.1 0.1
C -0.1 0.1 0.0
C -0.1 0.0 0.1
C 0.1 -0.2 0.0
C 0.0 0.0 0.1
C 0.1 0.1 0.0
C 0.2 -0.2 0.2
C 0.1 -0.1 0.0
C -0.1 0.0 0.0
C -0.1 0.1 -0.1
C 0.1 0.3 0.0
C 0.0 0.1 -0.1
C 0.2 -0.1 -0.1
C 0.4 0.6 0.4
C 0.0 0.1 -0.1
C 0.0 0.3 0.1
C 0.2 0.1 -0.2
C -0.2 0.0 0.1
C -0.1 0.2 0.1
C -0.2 0.1 -0.1
C 0.2 -0.1 0.0
C 0.1 -0.2 0.1
C 0.0 -0.1 -0.4
C 0.1 0.1 0.0
C -0.1 -0.4 -0.3
C 0.0 0.0 0.1
C 0.2 0.1 -0.1
H -0.1 -0.1 0.0
H 0.0 0.0 0.0
H -0.1 0.0 0.0
H 0.0 0.0 -0.1
H 0.0 0.0 0.0
H 0.0 0.0 0.0
H 0.0 0.0 0.0
H 0.0 0.1 0.0
H 0.0 0.0 0.0
H 0.0 0.0 0.0
H 0.0 0.0 0.0
H 0.0 0.0 0.0
H 0.0 0.0 0.1
H 0.0 0.1 0.0
H 0.1 0.1 -0.1
H 0.0 0.1 0.0
H 0.0 0.0 0.0
H 0.0 0.1 0.0
H 0.0 0.1 0.1
H 0.0 0.0 -0.1
H 0.0 0.0 0.0
H -0.1 0.0 0.0
H 0.0 0.1 -0.1
H 0.0 0.0 0.0
H -0.1 0.0 0.1
H 0.0 0.1 0.1
H -0.1 0.0 -0.1
H 0.0 0.0 0.1
H 0.0 0.0 0.1
H 0.0 -0.1 0.0

Values from the calculation:
LUMO (spin up / spin down), eV: -6.8652 / -6.9400
Highest occupied orbital energy (spin up / spin down), eV: -13.801 / -13.769
Charge: +2
Relative energy (zero: lowest compared OMol25 entry of this formula, charge and spin), kJ/mol: 136.2



One molecule with the formula C26H30ClN5O4 at a distorted geometry. Source: the Open Molecules 2025 dataset; level of theory: ωB97M-V/def2-TZVPD.

Each line ends with the Löwdin charge.
Cartesian coordinates (Å):
1 Cl -0.9470 -1.9780 2.3954  0.74
2 O -1.9011 -0.0948 -1.9438  0.04
3 O 1.7168 1.3620 -0.9735  0.08
4 O -4.6392 2.3183 0.5928  0.07
5 O -6.8653 -1.7892 -0.6347  -0.01
6 N 2.3597 1.3819 1.2028  0.13
7 N -0.2061 -0.5599 -0.5475  0.01
8 N -5.6820 -1.3210 -1.1103  0.10
9 N -4.3638 0.5853 -0.8570  0.17
10 N 3.4979 -2.5906 -2.6249  0.06
11 C -7.3949 -0.8909 0.2152  -0.32
12 C 1.6477 0.9304 0.1561  -0.45
13 C 1.5654 -0.6352 -2.9783  -0.02
14 C 2.7668 -0.5731 -3.6624  -0.05
15 C 2.7156 -1.6421 0.8366  -0.04
16 C -3.9975 1.7556 -0.2675  -0.46
17 C 1.3681 -3.3449 2.5540  -0.09
18 C 3.4056 2.4092 1.1342  -0.58
19 C 2.7900 3.7177 0.6342  -0.03
20 C 3.9533 2.5853 2.5487  -0.04
21 C 1.3845 -1.3796 1.1390  -0.21
22 C -2.6716 2.2927 -0.7863  -0.08
23 C -8.6969 -1.2048 0.8526  0.00
24 C -1.4865 1.5076 -0.2099  -0.07
25 C 3.3681 -2.7340 1.3813  -0.06
26 C -6.5647 0.1860 0.3111  0.05
27 C 0.7218 -2.2495 2.0049  -0.59
28 C -1.2195 0.2250 -0.9804  -0.41
29 C -5.4885 -0.1450 -0.5579  -0.30
30 C 4.5139 1.9435 0.1867  -0.03
31 C 1.3488 -1.6860 -2.0934  -0.18
32 C 2.6946 -3.5849 2.2405  -0.07
33 C 2.3483 -2.6450 -1.9763  -0.13
34 C 3.7051 -1.5694 -3.4394  -0.16
35 C 0.0774 -1.7763 -1.2985  -0.07
36 C 0.6568 -0.1885 0.5607  -0.18
37 H 0.8309 -4.0032 3.2183  0.11
38 H 4.9606 1.0196 0.5485  0.08
39 H 1.9855 4.0345 1.2944  0.09
40 H 3.2414 -0.9897 0.1569  0.12
41 H -3.7170 0.1606 -1.5225  0.12
42 H 4.7329 3.3416 2.5525  0.09
43 H 3.1653 2.9032 3.2282  0.09
44 H 4.3795 1.6529 2.9145  0.09
45 H -2.6485 2.2361 -1.8753  0.12
46 H 3.1968 -4.4400 2.6655  0.11
47 H 0.8071 0.1190 -3.1193  0.12
48 H -0.7708 -1.9066 -1.9788  0.14
49 H 3.5452 4.4976 0.6042  0.09
50 H 4.3979 -2.9231 1.1228  0.11
51 H 5.2887 2.7016 0.1181  0.09
52 H 2.9705 0.2315 -4.3514  0.10
53 H 2.2193 -3.5025 -1.3262  0.12
54 H -8.6235 -2.1324 1.4180  0.09
55 H 2.2477 0.9171 2.0901  0.15
56 H -1.6852 1.2765 0.8399  0.13
57 H -0.5884 2.1257 -0.2613  0.12
58 H -6.6699 1.0762 0.8909  0.10
59 H 4.1045 1.7723 -0.8051  0.08
60 H 0.1149 -2.6300 -0.6162  0.13
61 H 0.0237 0.2227 1.3594  0.12
62 H -8.9832 -0.3965 1.5181  0.09
63 H -2.5982 3.3353 -0.4761  0.12
64 H 2.3898 3.5789 -0.3658  0.08
65 H -9.4642 -1.3363 0.0913  0.09
66 H 4.6654 -1.5602 -3.9385  0.10

Atomic forces in eV per Å
Cl -0.1 0.0 0.0
O -0.1 0.1 -0.4
O 0.0 0.2 -0.3
O -0.1 0.1 0.2
O -0.8 0.0 0.5
N 0.1 0.2 0.3
N 0.2 -0.3 0.1
N 1.1 0.5 -0.5
N 0.2 -0.4 -0.4
N 0.4 -0.4 0.1
C 0.5 0.6 0.0
C -0.3 -0.2 0.5
C 0.1 -0.2 0.0
C -0.1 0.0 0.0
C -0.1 -0.1 0.2
C 0.3 0.2 -0.3
C -0.1 0.0 0.0
C 0.1 0.2 -0.2
C 0.1 -0.2 0.0
C -0.1 -0.1 -0.2
C -0.2 0.0 0.2
C 0.0 0.0 0.1
C 0.1 -0.2 -0.2
C -0.2 0.1 -0.2
C 0.1 0.0 0.0
C -0.3 -0.4 -0.1
C 0.2 0.0 -0.1
C 0.0 0.2 0.3
C -0.9 -0.6 0.3
C -0.2 0.0 0.1
C 0.1 0.0 -0.2
C 0.0 0.0 0.0
C -0.4 0.1 0.0
C 0.0 0.2 -0.2
C -0.2 -0.2 -0.3
C -0.1 0.3 -0.1
H -0.1 0.0 0.1
H 0.1 -0.1 0.1
H -0.1 0.1 0.1
H 0.1 0.1 -0.1
H 0.0 0.2 0.1
H 0.1 0.1 0.0
H -0.1 0.1 0.1
H 0.1 -0.1 0.1
H 0.0 0.0 0.0
H 0.0 -0.1 0.0
H -0.1 0.1 0.0
H 0.2 -0.1 0.2
H 0.1 0.1 0.0
H 0.1 0.0 0.0
H 0.1 0.1 0.0
H 0.0 0.1 -0.1
H -0.1 0.0 0.1
H 0.0 0.0 0.1
H 0.0 -0.1 -0.1
H 0.1 0.0 0.0
H 0.0 0.0 0.1
H -0.1 0.1 0.1
H 0.0 0.0 -0.1
H 0.0 0.1 -0.1
H 0.2 0.0 -0.2
H 0.0 0.0 0.0
H -0.1 -0.1 0.0
H 0.0 0.0 -0.1
H -0.1 0.0 0.0
H 0.0 0.1 -0.1

Values from the calculation:
Structure (SMILES): Cc1cc(NC(=O)CCC(=O)N(Cc2cccnc2)[C@H](C(=O)NC(C)(C)C)c2ccccc2Cl)no1
LUMO, eV: 0.3705
Highest occupied orbital energy, eV: -8.829